76
Properties=species:S:1:pos:R:3 method="wB97M-V/def2-TZVPD" total_charge=-1 e_above_lowest_kj_mol=0.0 energy_ha=-4140.67012
Cu -0.5128 1.6429 0.6114
C -3.0973 5.7936 3.0508
C -2.0898 5.4734 1.9604
C -2.4275 6.2818 0.7105
O -2.2006 4.0860 1.6113
B -0.9311 3.5258 1.4034
O 0.0301 4.4738 1.7914
C -0.5976 5.6148 2.3946
C -0.4023 5.4986 3.9012
C 0.0878 6.8761 1.8994
H -4.1067 5.7191 2.6389
H -2.9540 6.8103 3.4344
H -3.0202 5.0847 3.8744
H -3.4434 6.0260 0.4006
H -1.7530 6.0158 -0.1061
H -2.3730 7.3600 0.8886
H -0.8764 4.5895 4.2795
H -0.8091 6.3637 4.4339
H 0.6688 5.4316 4.1049
H 0.1173 6.9063 0.8102
H 1.1173 6.8926 2.2670
H -0.4259 7.7709 2.2680
N 1.9163 -0.0659 1.6398
C 2.3053 0.9990 0.8684
C 3.5507 1.6252 1.0511
C 3.9117 2.6404 0.2037
C 3.0499 3.0214 -0.8238
C 1.8487 2.3563 -0.9274
N 1.4579 1.3759 -0.0972
H 2.3204 -0.1475 2.5555
H 0.9436 -0.3477 1.5469
H 4.2073 1.2931 1.8458
H 4.8690 3.1326 0.3268
H 3.3011 3.8169 -1.5129
H 1.1392 2.6110 -1.7084
C -0.4780 -6.2059 -0.2809
Si -1.2044 -4.5494 0.2566
C -0.8819 -4.4222 2.0989
C -3.0640 -4.6729 0.0367
Si -0.4274 -2.6320 -0.8332
Te -1.6015 -0.8231 0.3637
Si -1.1302 -2.8072 -3.0515
C -2.8826 -2.1921 -3.2698
C -0.0444 -1.8283 -4.2339
C -1.1240 -4.5862 -3.6759
Si 1.8960 -2.8587 -0.9072
C 2.8325 -1.3882 -1.5935
C 2.3154 -4.3099 -2.0356
C 2.6437 -3.2787 0.7620
H -0.9790 -7.0257 0.2461
H 0.5934 -6.2604 -0.0524
H -0.5945 -6.3717 -1.3585
H -1.3705 -5.2433 2.6380
H -1.2728 -3.4705 2.4783
H 0.1923 -4.4528 2.3216
H -3.4925 -5.4286 0.7059
H -3.3304 -4.9346 -0.9964
H -3.5251 -3.7035 0.2641
H -2.9733 -1.1513 -2.9354
H -3.5807 -2.7858 -2.6652
H -3.1889 -2.2557 -4.3213
H 0.0717 -0.7916 -3.8913
H -0.4836 -1.8105 -5.2385
H 0.9594 -2.2655 -4.3067
H -1.8075 -5.2075 -3.0843
H -0.1272 -5.0371 -3.6075
H -1.4461 -4.6283 -4.7235
H 2.5136 -1.1615 -2.6179
H 3.9088 -1.5949 -1.6044
H 2.6576 -0.4904 -0.9879
H 2.0531 -4.0875 -3.0765
H 1.7704 -5.2155 -1.7463
H 3.3886 -4.5299 -1.9964
H 2.4232 -2.4887 1.4905
H 3.7323 -3.3807 0.6816
H 2.2370 -4.2201 1.1511